No. 1
A 2-piece molecular cluster, C4H8O2 overall at a distorted geometry. Source: OMol25; level of theory: ωB97M-V/def2-TZVPD.

```
14
Properties=species:S:1:pos:R:3
O 0.31 1.05 1.22
C 1.39 1.37 0.43
H -1.32 -1.04 1.03
C -1.76 -0.61 0.14
H -1.51 0.38 -0.20
H -0.77 -2.39 -0.65
C 2.02 0.50 -0.36
H 1.72 -0.51 -0.58
H 2.96 0.82 -0.81
H 1.92 2.29 0.71
O -1.30 -1.23 -2.18
H -2.81 -0.86 0.32
C -1.24 -1.46 -1.01
H 0.40 1.70 1.93
```

Calculated values
HOMO-LUMO gap = 0.3679 Eh
charge = 0
HOMO level = -9.36 eV
relative energy (zero: lowest compared OMol25 entry of this formula, charge and spin) = 59.0 kcal/mol
LUMO energy = 0.654 eV

---

No. 2
One molecule with the formula C4H8O2. Source: OMol25; level of theory: ωB97M-V/def2-TZVPD.

```
14
Properties=species:S:1:pos:R:3
O 1.45 0.27 1.13
C -0.76 -0.65 1.30
H 1.26 -0.45 -1.43
H 0.89 0.93 1.57
O -1.09 0.28 2.00
H -1.45 -1.50 1.11
H 1.01 -1.67 0.67
C 0.57 -0.67 0.57
H -0.34 -1.19 -1.32
C -0.34 0.99 -1.13
H -0.95 1.31 -0.28
H -1.00 0.98 -2.01
H 0.43 1.76 -1.29
C 0.30 -0.39 -0.91
```

Calculated values
HOMO-LUMO gap = 0.4063 Eh
charge = 0
HOMO level = -10.20 eV
relative energy (zero: lowest compared OMol25 entry of this formula, charge and spin) = 25.3 kcal/mol
LUMO energy = 0.854 eV

---

No. 3
One molecule with the formula C4H8O2. Source: OMol25; level of theory: ωB97M-V/def2-TZVPD.

```
14
Properties=species:S:1:pos:R:3
O 1.97 -0.24 0.20
H -2.11 -0.87 1.09
O 0.12 1.13 -0.40
H -0.19 -2.16 -0.12
H -2.55 0.35 -0.12
C -0.44 -0.02 0.01
C 1.68 0.92 -0.35
H 1.98 1.80 0.24
H -1.80 0.86 1.41
C -1.81 0.08 0.64
H 1.96 1.05 -1.41
H 0.73 -1.22 -1.43
C 0.09 -1.20 -0.56
H 0.37 -0.46 0.80
```

Calculated values
HOMO-LUMO gap = 0.3202 Eh
charge = 0
HOMO level = -8.90 eV
relative energy (zero: lowest compared OMol25 entry of this formula, charge and spin) = 112.3 kcal/mol
LUMO energy = -0.183 eV

---

No. 4
A 2-piece molecular cluster, C4H8O2 overall. Source: OMol25; level of theory: ωB97M-V/def2-TZVPD.

```
14
Properties=species:S:1:pos:R:3
H -0.19 0.35 2.03
H -0.10 -0.39 -2.67
H -0.11 2.55 0.18
H -1.60 -1.50 2.29
O -1.43 -1.97 1.47
C 0.98 0.62 0.14
O 0.01 1.83 -1.70
H 1.83 1.02 0.71
C 0.25 1.76 -0.52
C -0.55 -1.26 0.73
H -0.12 -1.11 -2.86
C 0.04 -0.11 1.07
H -0.35 -1.75 -0.22
H 1.36 -0.05 -0.64
```

Calculated values
HOMO-LUMO gap = 0.3595 Eh
charge = 0
HOMO level = -9.03 eV
relative energy (zero: lowest compared OMol25 entry of this formula, charge and spin) = 60.2 kcal/mol
LUMO energy = 0.749 eV

---

No. 5
A 2-piece molecular cluster, C4H8O2 overall. Source: OMol25; level of theory: ωB97M-V/def2-TZVPD.

```
14
Properties=species:S:1:pos:R:3
H -2.56 -0.48 -0.66
C 1.43 -0.18 1.04
C 0.46 0.51 -1.09
H 1.53 -0.20 2.12
H 1.89 -1.00 0.49
O -1.69 0.76 0.67
H -0.25 1.24 -1.49
H 1.35 0.49 -1.72
C -1.93 -0.34 0.23
O -0.14 -0.79 -1.15
H -1.61 -1.27 0.73
C 0.83 0.79 0.36
H 0.20 -1.22 -0.35
H 0.49 1.71 0.83
```

Calculated values
HOMO-LUMO gap = 0.3853 Eh
charge = 0
HOMO level = -9.52 eV
relative energy (zero: lowest compared OMol25 entry of this formula, charge and spin) = 71.0 kcal/mol
LUMO energy = 0.968 eV

---

No. 6
C4H8O2 as an isolated structure. Source: OMol25; level of theory: ωB97M-V/def2-TZVPD.

```
14
Properties=species:S:1:pos:R:3
H -2.33 -0.67 1.09
H -2.81 -0.45 -0.63
O 0.87 1.31 -1.14
C 1.33 0.73 0.01
C -2.09 -0.17 0.14
H 0.15 0.73 -1.45
H 1.49 -1.23 -0.93
C 1.50 -0.75 0.05
O -0.80 -0.59 -0.31
H 0.39 0.71 0.93
H -2.10 0.91 0.29
H 2.27 -1.15 0.71
C 0.13 -0.58 0.71
H 2.04 1.36 0.54
```

Calculated values
HOMO-LUMO gap = 0.3383 Eh
charge = 0
HOMO level = -8.17 eV
relative energy (zero: lowest compared OMol25 entry of this formula, charge and spin) = 109.5 kcal/mol
LUMO energy = 1.032 eV

---

No. 7
A 2-piece molecular cluster, C4H8O2 overall. Source: OMol25; level of theory: ωB97M-V/def2-TZVPD.

```
14
Properties=species:S:1:pos:R:3
C -0.92 0.70 -0.65
O 0.39 1.04 2.11
H 0.97 -1.27 -2.12
H -1.54 0.54 1.70
H -0.29 -0.83 1.67
H -1.09 1.75 -0.42
C 0.61 -1.24 -1.09
H -0.28 -1.87 -1.01
H -1.79 0.09 -0.88
O 1.43 0.88 -0.38
H 1.26 1.41 0.41
C 0.31 0.18 -0.71
H 1.40 -1.63 -0.44
C -0.48 0.25 1.81
```

Calculated values
HOMO-LUMO gap = 0.3718 Eh
charge = 0
HOMO level = -9.27 eV
relative energy (zero: lowest compared OMol25 entry of this formula, charge and spin) = 50.7 kcal/mol
LUMO energy = 0.850 eV

---

No. 8
One molecule with the formula C4H8O2. Source: OMol25; level of theory: ωB97M-V/def2-TZVPD.

```
14
Properties=species:S:1:pos:R:3
C -1.80 -0.83 -0.48
O 1.36 -1.07 0.84
H -1.53 -1.58 0.27
H 0.72 0.38 2.17
H 2.07 0.76 -0.60
H 0.24 -0.63 -1.13
C 0.97 0.13 1.12
O -0.19 0.76 0.35
H -0.81 0.75 -1.60
C -0.59 0.02 -0.81
H -2.61 -0.20 -0.07
C 1.88 1.02 0.44
H -2.17 -1.33 -1.38
H 2.46 1.84 0.88
```

Calculated values
HOMO-LUMO gap (spin up / spin down) = 0.2583 / 0.2911 Eh
charge = 0
HOMO level (spin up / spin down) = -8.62 / -9.24 eV
relative energy (zero: lowest compared OMol25 entry of this formula, charge and spin) = 117.7 kcal/mol
LUMO energy (spin up / spin down) = -1.589 / -1.324 eV

---

No. 9
One molecule with the formula C4H8O2. Source: OMol25; level of theory: ωB97M-V/def2-TZVPD.

```
14
Properties=species:S:1:pos:R:3
H 0.85 -1.71 1.53
H 0.75 0.62 -1.49
H -0.59 -0.67 1.70
C 0.45 1.05 -0.53
C -1.35 -0.97 -0.69
H 1.18 0.95 1.51
H -1.36 -1.16 -1.77
H 2.10 -0.03 0.38
H -0.64 1.04 -0.46
O -2.18 -0.33 -0.09
C 0.25 -0.94 1.04
O -0.25 -1.53 -0.17
C 1.08 0.29 0.64
H 0.71 2.10 -0.54
```

Calculated values
HOMO-LUMO gap = 0.4284 Eh
charge = 0
HOMO level = -10.65 eV
relative energy (zero: lowest compared OMol25 entry of this formula, charge and spin) = 23.2 kcal/mol
LUMO energy = 1.003 eV

---

No. 10
A 2-piece molecular cluster, C4H8O2 overall at a distorted geometry. Source: OMol25; level of theory: ωB97M-V/def2-TZVPD.

```
14
Properties=species:S:1:pos:R:3
H -1.92 -1.41 -0.01
H -0.10 -2.10 1.51
H 0.40 1.92 -2.22
O -0.14 0.58 -0.79
C 0.79 0.42 0.18
O 1.44 -0.57 0.33
C -0.69 -1.21 1.69
H 0.93 1.37 0.72
H -0.37 -0.60 2.54
C -1.67 -0.83 0.87
H 0.85 0.16 -2.52
H 1.85 1.19 -1.50
H -2.23 0.08 1.03
C 0.81 1.00 -1.83
```

Calculated values
HOMO-LUMO gap = 0.3867 Eh
charge = 0
HOMO level = -9.58 eV
relative energy (zero: lowest compared OMol25 entry of this formula, charge and spin) = 72.5 kcal/mol
LUMO energy = 0.942 eV

---

No. 11
One molecule with the formula C4H8O2 at a distorted geometry. Source: OMol25; level of theory: ωB97M-V/def2-TZVPD.

```
14
Properties=species:S:1:pos:R:3
C 0.62 0.19 -0.89
C 1.20 0.34 0.52
C -0.98 0.13 -0.51
H -1.60 -0.58 -1.08
H 0.84 1.01 -1.57
H 1.14 1.39 0.83
H -1.39 1.13 -0.71
O 0.39 -0.49 1.34
H -1.33 0.65 1.59
H -1.55 -1.08 1.27
H 0.39 -1.44 -0.88
O 1.03 -1.02 -1.50
H 2.23 -0.02 0.60
C -0.96 -0.20 1.00
```

Calculated values
HOMO-LUMO gap = 0.3945 Eh
charge = 0
HOMO level = -9.79 eV
relative energy (zero: lowest compared OMol25 entry of this formula, charge and spin) = 43.2 kcal/mol
LUMO energy = 0.949 eV

---

No. 12
C4H8O2 as an isolated structure at a distorted geometry. Source: OMol25; level of theory: ωB97M-V/def2-TZVPD.

```
14
Properties=species:S:1:pos:R:3
H -1.57 -1.56 0.83
H 1.23 -1.20 -0.35
O -0.02 -0.37 0.94
O -1.61 0.72 -1.52
H 0.21 0.35 -1.17
H 1.29 1.79 0.44
H -2.17 -1.16 -1.17
H -1.81 0.08 1.36
C 1.77 0.82 0.28
C -1.61 -0.28 -0.79
C 0.81 -0.22 -0.11
C -1.31 -0.51 0.59
H 2.30 0.59 1.20
H 2.50 0.94 -0.52
```

Calculated values
HOMO-LUMO gap = 0.3679 Eh
charge = 0
HOMO level = -9.83 eV
relative energy (zero: lowest compared OMol25 entry of this formula, charge and spin) = 90.4 kcal/mol
LUMO energy = 0.182 eV